[1]
19
Properties=species:S:1:pos:R:3 method="wB97M-V/def2-TZVPD" orbital_gap_ha=0.3219 de_lowest_kj_mol=372.50 largest_force_ev_per_a=0.4
C 1.925 -0.434 0.019
C 1.021 0.086 1.148
C -0.578 0.586 -1.109
C -0.710 -0.757 -1.715
C -0.512 -0.089 1.129
C -1.374 0.727 0.099
O -1.565 2.055 0.535
H 1.863 0.181 -0.885
H 1.718 -1.474 -0.263
H 2.964 -0.400 0.369
H 1.228 1.154 1.282
H 1.345 -0.412 2.068
H -1.267 -0.532 -2.637
H 0.253 -1.153 -2.051
H -1.262 -1.530 -1.155
H -0.871 0.292 2.091
H -0.799 -1.145 1.066
H -2.366 0.244 0.054
H -1.013 2.599 -0.043


[2]
19
Properties=species:S:1:pos:R:3 method="wB97M-V/def2-TZVPD" orbital_gap_ha="0.3077 / 0.3077" de_lowest_kj_mol=441.53 largest_force_ev_per_a=1.9
C 1.822 1.052 1.154
C 1.113 1.166 -0.194
C 0.144 0.011 -0.419
C -1.160 0.049 0.269
C -1.794 -1.281 0.439
C 0.191 -0.671 -1.714
O -0.672 -1.415 -2.153
H 2.515 1.884 1.317
H 1.100 1.048 1.979
H 2.382 0.113 1.199
H 0.601 2.144 -0.246
H 1.858 1.191 -1.001
H 0.382 -1.542 0.452
H -1.940 0.488 -0.380
H -1.115 0.628 1.199
H -2.648 -1.281 1.135
H -0.472 -1.999 0.779
H -1.991 -1.793 -0.500
H 1.124 -0.501 -2.293


[3]
19
Properties=species:S:1:pos:R:3 method="wB97M-V/def2-TZVPD" orbital_gap_ha=0.3909 de_lowest_kj_mol=130.60 smiles=CC(C)[C@H]1C[C@H]1O largest_force_ev_per_a=0.4
C 1.420 0.962 0.535
C 0.790 -0.394 0.194
C 1.683 -1.122 -0.820
C -0.614 -0.307 -0.420
C -1.890 -0.721 0.278
C -1.673 0.710 -0.125
O -1.421 1.674 0.853
H 1.012 1.387 1.455
H 2.506 0.854 0.653
H 1.241 1.682 -0.271
H 0.751 -0.999 1.111
H 2.684 -1.311 -0.417
H 1.795 -0.495 -1.715
H 1.249 -2.079 -1.131
H -0.603 -0.591 -1.472
H -2.609 -1.323 -0.271
H -1.825 -0.942 1.341
H -2.232 1.073 -0.993
H -2.266 1.943 1.216